[1]
Computed, not measured: a structure of composition C29H52InN4Si2 at a distorted geometry, with the ωB97M-V functional and the def2-TZVPD basis.

* relative energy (zero: lowest compared OMol25 entry of this formula, charge and spin): 8.9 kJ/mol
* net charge: +3
* max |F|: 1.82 eV/A
* HOMO level: -15.98 eV
* DFT total energy: -2123.49778 a.u.

Last column: Mulliken charge in e.
CARTESIAN COORDINATES (ANGSTROEM)
In -0.133 -0.128 -0.222  1.43
C -3.790 -0.139 1.180  -1.68
C -3.628 -1.550 0.698  1.91
C -4.690 -2.242 0.133  -0.70
C -4.558 -3.571 -0.234  -1.00
C -3.347 -4.222 -0.069  -0.78
C -2.253 -3.562 0.467  1.12
C -0.945 -4.264 0.665  -1.43
C -2.416 -2.230 0.876  -1.72
N -1.313 -1.557 1.410  0.41
C -1.031 -1.490 2.648  0.66
C -1.854 -2.082 3.731  -1.83
C 0.209 -0.758 3.026  0.93
C 0.776 -0.992 4.380  -1.63
N 0.719 0.039 2.172  0.41
C 1.841 0.828 2.446  -0.86
C 1.676 2.046 3.125  1.04
C 0.314 2.517 3.543  -1.42
C 2.813 2.786 3.417  -0.94
C 4.071 2.338 3.049  -0.96
C 4.213 1.142 2.365  -1.15
C 3.107 0.370 2.044  1.40
C 3.255 -0.937 1.324  -1.03
H -4.548 0.381 0.602  0.48
H -2.847 0.418 1.135  0.10
H -4.132 -0.143 2.216  0.40
H -5.636 -1.740 -0.004  0.60
H -5.402 -4.105 -0.641  0.50
H -3.252 -5.258 -0.354  0.55
H -0.874 -5.125 0.009  0.50
H -0.868 -4.629 1.690  0.36
H -0.099 -3.596 0.477  0.13
H -2.742 -2.564 3.331  0.42
H -2.159 -1.308 4.433  0.41
H -1.284 -2.815 4.298  0.48
H 0.831 -2.055 4.604  0.48
H 0.141 -0.541 5.141  0.43
H 1.772 -0.560 4.463  0.39
H -0.436 2.318 2.773  0.16
H 0.332 3.582 3.758  0.52
H -0.001 2.012 4.456  0.28
H 2.710 3.714 3.957  0.50
H 4.943 2.918 3.300  0.48
H 5.194 0.787 2.092  0.50
H 4.301 -1.111 1.086  0.50
H 2.671 -0.945 0.393  0.04
H 2.910 -1.768 1.940  0.29
N 0.633 4.871 -3.428  -0.17
C 1.573 4.005 -2.662  -0.85
C 0.815 2.942 -1.839  -0.12
N 1.669 2.019 -1.116  -0.32
H 1.138 5.546 -4.018  0.42
H 0.026 5.409 -2.797  0.39
H 0.028 4.306 -4.042  0.22
H 2.171 4.645 -2.009  0.42
H 2.240 3.518 -3.377  0.42
H 0.192 2.340 -2.509  -0.30
H 0.170 3.438 -1.109  0.43
H 2.178 2.486 -0.370  0.21
H 2.360 1.602 -1.735  0.26
C 1.345 -2.049 -2.395  -0.96
Si -0.262 -1.826 -3.413  0.23
C 0.193 -1.086 -5.104  -1.08
C -1.302 -3.415 -3.525  -0.89
C -1.377 -0.654 -2.333  0.44
Si -2.478 0.781 -2.988  0.50
C -4.146 -0.050 -3.363  -1.10
C -2.664 2.103 -1.605  -0.68
C -1.705 1.609 -4.531  -1.21
H 2.059 -2.678 -2.916  0.64
H 1.135 -2.521 -1.434  0.19
H 1.829 -1.088 -2.208  0.12
H 0.859 -1.774 -5.619  0.44
H 0.704 -0.131 -5.047  0.30
H -0.681 -0.967 -5.736  0.33
H -0.769 -4.185 -4.076  0.44
H -2.234 -3.230 -4.050  0.37
H -1.549 -3.813 -2.544  0.17
H -2.024 -1.301 -1.736  -0.61
H -4.540 -0.585 -2.503  0.26
H -4.056 -0.753 -4.184  0.36
H -4.880 0.695 -3.655  0.41
H -1.877 2.052 -0.850  -0.17
H -3.614 1.958 -1.100  0.34
H -2.689 3.112 -2.007  0.47
H -1.939 1.019 -5.411  0.36
H -0.624 1.709 -4.496  0.19
H -2.148 2.585 -4.703  0.45

=====

[2]
Computed, not measured: a cluster of 11 separate species, C29H52O25S4 in total at a distorted geometry, with the ωB97M-V functional and the def2-TZVPD basis.

* relative energy (zero: lowest compared OMol25 entry of this formula, charge and spin): 0.0 kJ/mol
* net charge: 0
* max |F|: 5.27 eV/A
* HOMO level: -8.56 eV
* DFT total energy: -4609.82121 a.u.

Last column: Mulliken charge in e.
CARTESIAN COORDINATES (ANGSTROEM)
C -14.875 20.685 8.911  -0.17
C -16.060 19.903 8.306  -0.49
O -15.485 18.597 8.179  -0.37
C -14.135 18.681 8.176  0.54
O -13.466 17.796 7.921  -0.46
O -13.744 19.948 8.422  -0.22
H -14.830 20.687 10.000  0.13
H -14.937 21.704 8.531  0.43
H -16.319 20.319 7.337  0.29
H -16.837 19.809 9.060  0.34
C -9.774 11.388 10.270  0.52
C -10.098 9.925 10.002  -0.37
O -11.446 9.935 9.610  -0.35
C -12.010 11.112 10.002  0.58
O -13.092 11.426 9.720  -0.47
O -11.082 11.907 10.583  -0.28
H -9.311 11.932 9.449  -0.24
H -9.216 11.535 11.190  0.00
H -9.969 9.307 10.898  0.26
H -9.314 9.527 9.352  0.35
C -12.486 22.449 10.631  0.98
C -11.369 21.715 11.347  0.89
O -10.298 22.662 11.357  -0.40
C -10.766 23.878 11.014  0.62
O -10.127 24.861 10.923  -0.55
O -12.093 23.824 10.716  -0.37
H -13.400 22.402 11.225  -0.59
H -12.839 22.095 9.666  0.01
H -11.057 20.763 10.925  -0.52
H -11.666 21.442 12.361  -0.10
C -8.399 18.405 9.993  0.13
C -8.306 19.938 10.067  0.49
O -8.717 20.402 8.804  -0.38
C -9.393 19.405 8.182  0.56
O -9.885 19.471 7.104  -0.54
O -9.435 18.308 8.965  -0.28
H -8.768 17.865 10.857  -0.25
H -7.537 17.903 9.550  0.28
H -7.297 20.242 10.367  0.36
H -8.836 20.373 10.919  -0.44
C -15.658 22.762 14.700  -0.34
C -15.089 23.292 13.369  -0.27
O -15.241 22.174 12.476  -0.34
C -15.923 21.163 13.064  0.68
O -16.393 20.222 12.563  -0.44
O -16.314 21.561 14.323  -0.38
H -16.296 23.506 15.179  0.30
H -14.916 22.550 15.480  0.23
H -14.062 23.638 13.396  0.25
H -15.795 24.031 12.985  0.24
C -11.820 16.715 12.054  0.18
C -12.389 17.352 10.772  0.03
O -13.579 17.980 11.287  -0.22
C -13.865 17.562 12.534  0.51
O -14.911 17.652 13.049  -0.48
O -12.808 16.874 13.051  -0.34
H -10.767 16.800 12.311  -0.25
H -11.766 15.635 11.819  0.24
H -12.689 16.723 9.948  0.51
H -11.694 18.156 10.523  -0.28
C -6.002 12.649 11.722  -0.34
C -5.207 13.462 10.701  -0.36
O -6.242 14.158 10.012  -0.39
C -7.450 13.916 10.515  0.56
O -8.462 14.430 10.140  -0.22
O -7.334 13.074 11.571  -0.23
H -5.614 12.860 12.716  0.19
H -5.928 11.571 11.572  0.33
H -4.573 12.913 10.014  0.30
H -4.627 14.225 11.217  0.26
C -10.623 19.755 15.565  -1.14
S -9.590 19.584 14.117  0.59
O -10.489 19.317 12.957  -0.35
C -8.859 21.219 13.946  -0.95
H -11.159 20.710 15.498  0.38
H -10.035 19.937 16.471  0.55
H -11.262 18.895 15.723  0.14
H -7.934 21.313 14.512  0.45
H -9.562 21.947 14.364  0.34
H -8.689 21.481 12.906  0.19
C -7.643 13.714 15.214  -0.75
S -6.920 15.338 14.813  0.37
O -5.871 15.084 13.784  -0.58
C -8.345 15.996 13.953  -0.66
H -6.800 13.099 15.519  0.37
H -8.075 13.287 14.314  0.03
H -8.345 13.918 16.019  0.41
H -8.696 15.412 13.094  0.03
H -8.116 16.937 13.447  0.21
H -9.234 16.127 14.574  0.52
C -10.044 13.967 7.098  -0.39
S -8.570 13.242 6.402  0.49
O -8.669 13.340 4.920  -0.66
C -7.323 14.473 6.793  -0.56
H -10.329 13.448 8.017  -0.05
H -10.864 13.827 6.394  0.45
H -10.017 15.039 7.282  0.07
H -7.442 14.781 7.833  -0.11
H -7.331 15.343 6.136  0.40
H -6.340 14.017 6.669  0.31
C -14.888 16.639 16.186  -0.87
S -15.518 18.280 16.591  0.73
O -16.712 18.233 17.460  -0.71
C -14.106 18.662 17.672  -0.75
H -15.443 16.056 15.458  0.33
H -14.799 16.100 17.133  0.45
H -13.886 16.777 15.772  0.11
H -13.654 17.776 18.132  0.35
H -14.456 19.201 18.552  0.39
H -13.352 19.173 17.077  0.01

=====

[3]
Computed, not measured: a structure of composition C29H53Br2Cl12F3O5S at a distorted geometry, with the ωB97M-V functional and the def2-TZVPD basis.

* relative energy (zero: lowest compared OMol25 entry of this formula, charge and spin): 0.0 kJ/mol
* net charge: 0
* max |F|: 5.69 eV/A
* HOMO level: -9.57 eV
* DFT total energy: -12881.03211 a.u.

Last column: Mulliken charge in e.
CARTESIAN COORDINATES (ANGSTROEM)
C -0.883 7.592 -1.129  -1.43
C -0.607 6.317 -1.916  -0.25
C -1.627 5.221 -1.622  0.51
O -0.916 4.024 -1.329  -0.20
C -1.624 2.899 -0.927  0.21
C -2.522 2.314 -2.009  -1.88
C -3.865 1.727 -1.548  -1.18
C -5.140 2.610 -1.632  0.64
C -5.937 2.464 -0.331  -1.68
C -4.875 4.086 -1.883  -0.94
O -2.367 3.200 0.286  -0.11
S -1.314 3.570 1.423  1.02
O -0.913 4.937 1.387  -0.65
O -1.836 3.021 2.630  -0.74
O -0.127 2.706 0.836  -0.31
C -0.527 1.941 -0.356  3.15
C 0.616 1.809 -1.357  -2.01
C 1.870 2.635 -1.059  -0.02
C 3.034 2.224 -1.976  -1.41
C -1.153 0.617 0.099  -1.94
C -0.276 -0.581 0.474  -1.55
C 0.489 -0.659 1.795  0.63
F 0.545 -1.996 2.111  -0.18
Br -0.421 0.181 3.269  -0.10
C 1.973 -0.148 1.728  0.64
F 2.103 1.071 2.226  -0.23
F 2.379 -0.105 0.453  -0.16
Br 3.206 -1.313 2.693  -0.15
H -0.778 7.399 -0.063  0.31
H -1.869 8.004 -1.343  0.33
H -0.151 8.359 -1.385  0.45
H -0.549 6.526 -2.984  0.47
H 0.367 5.940 -1.603  0.05
H -2.285 5.098 -2.483  -0.80
H -2.230 5.532 -0.769  0.38
H -2.631 3.027 -2.821  0.77
H -1.944 1.485 -2.421  0.70
H -4.050 0.859 -2.185  0.38
H -3.775 1.338 -0.537  0.42
H -5.777 2.213 -2.425  0.48
H -5.494 3.092 0.445  0.32
H -5.936 1.440 0.040  0.40
H -6.966 2.800 -0.457  0.43
H -5.830 4.602 -1.990  0.63
H -4.326 4.512 -1.046  0.04
H -4.351 4.257 -2.822  -0.04
H 0.927 0.773 -1.460  0.86
H 0.266 2.124 -2.341  0.71
H 2.164 2.519 -0.021  0.37
H 1.637 3.688 -1.196  -0.02
H 3.800 1.692 -1.416  0.29
H 2.690 1.588 -2.791  0.34
H 3.498 3.099 -2.428  0.40
H -1.718 0.263 -0.765  0.36
H -1.890 0.809 0.877  0.63
H 0.408 -0.808 -0.338  0.46
H -0.948 -1.437 0.538  0.19
Cl -1.304 -4.344 0.335  -0.19
C -1.598 -4.580 2.084  -0.22
C -1.199 -5.959 2.537  0.04
Cl -2.226 -7.216 1.797  -0.22
H -2.654 -4.392 2.258  0.40
H -1.012 -3.837 2.620  0.07
H -1.296 -6.040 3.617  0.37
H -0.172 -6.179 2.258  -0.20
Cl 0.373 -10.217 -0.381  -0.21
C 0.047 -8.480 -0.637  0.60
C -0.010 -8.116 -2.094  -0.47
Cl 1.593 -8.239 -2.881  -0.21
H 0.818 -7.918 -0.114  -0.26
H -0.899 -8.248 -0.154  -0.03
H -0.330 -7.081 -2.192  0.23
H -0.697 -8.753 -2.644  0.40
Cl 1.722 -3.269 7.555  -0.19
C 3.259 -2.376 7.701  -0.44
C 3.753 -1.879 6.368  -0.51
Cl 4.264 -3.217 5.304  -0.09
H 3.982 -3.037 8.170  0.31
H 3.074 -1.529 8.358  0.33
H 4.619 -1.236 6.515  0.30
H 2.984 -1.318 5.843  0.25
Cl -6.134 5.946 -4.680  -0.17
C -4.935 7.068 -5.375  -0.49
C -3.884 6.347 -6.180  -0.52
Cl -2.798 5.362 -5.160  -0.09
H -4.493 7.634 -4.560  0.28
H -5.480 7.751 -6.024  0.38
H -3.256 7.072 -6.694  0.32
H -4.336 5.687 -6.915  0.34
Cl 5.240 -5.418 3.051  -0.19
C 6.306 -4.074 2.565  -0.44
C 7.297 -4.483 1.508  -0.09
Cl 8.516 -5.627 2.128  -0.21
H 6.804 -3.710 3.460  0.50
H 5.663 -3.285 2.175  0.04
H 7.834 -3.604 1.156  0.41
H 6.801 -4.954 0.664  0.02
Cl 4.014 -3.400 0.896  -0.04
C 4.635 -5.042 0.570  -0.56
C 3.606 -5.927 -0.082  -0.77
Cl 2.268 -6.302 1.036  -0.25
H 4.966 -5.460 1.516  0.25
H 5.492 -4.935 -0.092  0.48
H 4.061 -6.874 -0.365  0.38
H 3.178 -5.467 -0.967  0.35

=====

| no. | LUMO energy (eV) |
| --- | --- |
| 1 | -9.94 |
| 2 | -0.34 |
| 3 | 0.32 |